{"formula": "C6H16OSi", "method": "ωB97M-V/def2-TZVPD", "elements": ["C", "C", "C", "C", "C", "C", "O", "Si", "H", "H", "H", "H", "H", "H", "H", "H", "H", "H", "H", "H", "H", "H", "H", "H"], "positions_angstrom": [[2.1896, -1.5151, 1.1168], [1.9960, 0.9203, 0.3642], [-1.9715, 1.0658, 1.2399], [-2.7351, 0.3516, -0.9903], [1.6348, -0.5539, 0.0661], [-1.4832, 0.6291, -0.1484], [-0.7692, -2.1416, -0.8037], [-0.2280, -0.8511, -0.2939], [1.6115, -1.5250, 1.9937], [2.1663, -2.4704, 0.7734], [3.2088, -1.3017, 1.2267], [3.1022, 0.9859, 0.6344], [1.4952, 1.1889, 1.3021], [1.8104, 1.7866, -0.3558], [-2.5548, 1.9432, 1.1502], [-2.5499, 0.3345, 1.7696], [-1.1017, 1.2241, 1.9137], [-3.3192, 1.1873, -1.2509], [-3.4256, -0.5300, -0.7703], [-2.4472, -0.0050, -1.9278], [2.0102, -0.7554, -1.0453], [-1.0137, 1.4985, -0.4768], [0.9398, -0.9438, -2.5132], [1.4343, -0.5226, -2.9745]], "forces_ev_per_a": [[-0.553, 1.967, -1.323], [1.064, 0.843, 0.876], [2.090, -1.074, 0.974], [-0.170, -2.229, -0.093], [-0.462, 0.701, -2.945], [-1.459, -1.865, 1.194], [-0.486, -2.005, -0.697], [0.217, 2.810, 1.102], [-0.378, 0.415, 1.497], [-0.281, -2.954, -1.223], [1.508, 0.515, 0.862], [-1.211, -0.132, -0.494], [0.003, 0.242, -0.073], [-0.071, -1.646, 0.496], [-0.513, 1.062, -0.005], [-0.530, -0.625, -0.039], [-0.463, 0.415, -0.276], [-0.801, 1.395, 0.365], [0.979, 1.271, 0.894], [0.896, -0.448, -1.945], [-0.243, -0.073, 2.704], [1.043, 1.445, -1.207], [0.944, 0.787, -1.424], [-1.123, -0.819, 0.780]], "lumo_ev": 0.425, "mol_weight_g_mol": 132.28, "gap_ev": 9.904, "fmax_ev_per_a": 3.2, "homo_ev": -9.48, "de_lowest_kcal_mol": 83.6, "e_tot_ev": -16404.79539}

{"formula": "C26H67N5O17S3", "method": "ωB97M-V/def2-TZVPD", "elements": ["C", "C", "C", "O", "C", "N", "H", "H", "H", "H", "H", "H", "H", "H", "H", "H", "H", "C", "C", "C", "O", "C", "N", "H", "H", "H", "H", "H", "H", "H", "H", "H", "H", "H", "C", "C", "C", "O", "C", "N", "H", "H", "H", "H", "H", "H", "H", "H", "H", "H", "H", "C", "C", "C", "O", "C", "N", "H", "H", "H", "H", "H", "H", "H", "H", "H", "H", "H", "C", "C", "C", "O", "C", "N", "H", "H", "H", "H", "H", "H", "H", "H", "H", "H", "H", "C", "C", "O", "S", "O", "O", "O", "H", "H", "H", "H", "C", "C", "O", "S", "O", "O", "O", "H", "H", "H", "H", "C", "C", "O", "S", "O", "O", "O", "H", "H", "H", "H"], "positions_angstrom": [[2.3245, 4.6758, 4.0502], [1.2516, 4.5049, 2.9810], [-0.1958, 4.9213, 3.2914], [-0.7545, 4.4108, 4.4907], [-2.0960, 3.9580, 4.3791], [1.4785, 5.1712, 1.6926], [2.2720, 3.9388, 4.8962], [2.5068, 5.6622, 4.4480], [3.3430, 4.4896, 3.5373], [1.2604, 3.4363, 2.8044], [-0.7724, 4.5365, 2.5100], [-0.1709, 6.0028, 3.2538], [-2.4731, 3.8842, 5.3851], [-2.1999, 3.0206, 3.8300], [-2.6510, 4.7471, 3.7728], [1.3638, 6.1962, 1.8260], [2.4603, 5.0476, 1.4756], [-1.4163, -4.7106, 3.2891], [-0.9923, -3.2379, 2.8371], [0.0470, -2.6923, 3.7730], [-0.5282, -2.3270, 5.0210], [0.4147, -2.1981, 6.0833], [-0.4165, -3.2255, 1.4884], [-0.5598, -5.3779, 3.4411], [-1.9881, -4.9945, 2.4233], [-2.0260, -4.8194, 4.1986], [-1.9941, -2.5666, 2.8814], [0.6338, -1.9138, 3.2316], [0.8602, -3.3583, 3.8496], [0.9217, -1.2234, 6.0506], [1.1417, -3.0738, 5.9541], [-0.0792, -2.4041, 6.9735], [-1.1012, -3.6232, 0.7966], [0.3238, -3.8850, 1.4444], [-3.6321, 3.6346, -1.3801], [-4.7303, 4.2285, -0.4869], [-5.3844, 3.0952, 0.3088], [-5.8556, 2.0649, -0.5591], [-6.6724, 1.1327, 0.1310], [-4.2451, 5.2159, 0.4130], [-3.0038, 2.9045, -0.7978], [-3.0475, 4.4542, -1.8175], [-4.1552, 3.0486, -2.1865], [-5.4442, 4.7443, -1.1310], [-6.2229, 3.4587, 0.8265], [-4.6393, 2.7412, 1.0029], [-7.4277, 1.6918, 0.6905], [-6.0487, 0.5470, 0.8668], [-7.3380, 0.5517, -0.6209], [-4.9413, 5.6402, 1.0530], [-3.5890, 4.8293, 1.0470], [-2.3984, 0.4036, 0.8578], [-1.0760, 0.7048, 0.0821], [-0.0633, 1.3704, 0.9895], [1.2237, 1.5123, 0.3633], [1.1583, 2.0996, -0.9022], [-0.4811, -0.5380, -0.4900], [-3.1143, 0.0301, 0.1497], [-2.8580, 1.3395, 1.2231], [-2.2119, -0.2723, 1.6752], [-1.2808, 1.3142, -0.8005], [0.0159, 0.6748, 1.7982], [-0.3778, 2.3096, 1.4094], [0.3786, 2.8933, -0.8272], [1.0073, 1.3890, -1.7190], [2.1204, 2.6437, -0.9579], [-1.0719, -0.8281, -1.2777], [-0.5194, -1.2464, 0.1861], [-3.5928, -3.7486, -2.4924], [-2.4932, -2.9112, -1.8469], [-1.2563, -3.7587, -1.7309], [-1.5672, -4.7585, -0.8003], [-0.2634, -5.4371, -0.4787], [-2.1040, -1.8009, -2.6898], [-4.5475, -3.2601, -2.3386], [-3.6643, -4.7118, -1.9794], [-3.4734, -3.8438, -3.5525], [-2.8476, -2.6411, -0.8054], [-0.3301, -3.1763, -1.4538], [-0.9966, -4.2866, -2.6740], [-0.1084, -6.1316, -1.3240], [-0.3099, -5.7807, 0.5437], [0.6839, -4.8308, -0.5263], [-2.9143, -1.2587, -2.9338], [-1.5744, -2.0505, -3.5595], [2.3506, -1.7492, 0.3914], [3.1119, -1.1222, 1.4694], [3.5859, -2.3013, 2.2617], [3.6370, -3.6468, 1.4325], [2.5031, -4.4519, 1.7365], [4.9275, -4.1945, 1.3582], [3.1995, -2.8895, 0.0138], [2.0959, -1.1523, -0.4454], [1.3967, -2.1482, 0.7801], [2.5786, -0.4180, 2.1344], [4.0113, -0.6850, 1.0550], [2.5093, -2.2876, -2.8901], [1.7967, -1.0731, -3.4404], [0.8607, -1.5617, -4.3949], [1.6785, -2.7209, -5.2307], [2.3417, -2.1435, -6.3432], [0.7648, -3.8163, -5.2279], [2.8182, -2.9573, -4.1437], [1.8582, -2.8974, -2.2510], [3.4126, -2.0133, -2.3418], [2.5371, -0.4348, -3.8956], [1.2100, -0.5335, -2.6561], [6.3130, 1.2969, -6.4514], [7.5734, 1.2968, -5.6396], [7.3594, 2.2268, -4.5585], [5.7785, 2.5362, -4.4498], [5.5669, 3.8927, -4.2306], [5.1779, 1.5271, -3.6228], [5.4844, 2.3376, -5.9553], [5.9071, 0.2536, -6.3756], [6.5258, 1.5198, -7.5050], [8.4183, 1.6217, -6.2105], [7.8068, 0.3204, -5.2115]], "forces_ev_per_a": [[2.098, -0.695, -0.310], [-0.664, -0.287, 0.370], [1.044, -0.522, 1.315], [0.597, -0.155, 0.354], [0.142, 1.793, -1.371], [0.523, 0.819, 0.515], [-0.257, 0.716, -0.821], [-0.614, 0.562, 0.257], [-1.425, -0.124, 0.631], [-0.186, -0.393, -0.354], [-0.910, -0.270, -1.649], [-0.557, 0.568, 0.315], [-0.312, -0.097, 0.188], [0.195, -0.244, 0.091], [0.116, -0.893, 0.910], [0.110, -0.871, -0.163], [0.069, 0.014, -0.354], [0.142, 1.238, -0.312], [-2.097, -0.270, 1.029], [-0.125, 1.787, -0.330], [0.331, -0.007, -0.463], [1.536, -1.491, -2.556], [-2.127, 0.142, -0.664], [0.088, 0.256, -0.368], [-0.454, -0.920, -0.148], [0.083, 0.554, -0.338], [2.379, -1.338, -0.223], [-0.860, 0.779, 0.502], [0.773, -1.769, 0.770], [-0.027, -0.309, 0.183], [-0.385, 1.365, 0.310], [-1.021, 0.163, 1.685], [0.551, 0.658, 0.997], [1.043, -0.582, 0.296], [-0.495, -0.569, -0.137], [-0.486, -1.000, -0.470], [0.144, -0.309, -1.966], [0.125, -0.229, 0.053], [-0.760, -0.184, -0.467], [-0.092, 1.751, 1.087], [-0.334, 0.830, -0.543], [0.060, -0.418, 0.102], [0.717, 0.548, 0.703], [-0.255, -0.293, -0.062], [-1.168, 0.720, 1.087], [0.356, -0.471, 0.496], [0.011, 0.014, 0.386], [-0.803, 0.050, -0.918], [1.777, 0.487, 1.154], [0.165, -0.445, -1.001], [1.077, -0.489, 0.523], [0.719, 1.635, -0.798], [-0.500, -0.900, -0.374], [0.605, -0.711, -1.147], [-0.542, -0.997, 1.320], [0.377, 1.875, 0.727], [-0.375, 1.923, -0.948], [-0.372, -0.620, -0.221], [0.310, -0.285, 0.192], [-0.051, -0.353, 0.302], [-0.228, 0.252, 0.220], [0.654, -0.407, 0.856], [-0.361, 0.715, -0.046], [0.318, -0.430, -0.767], [-0.113, 0.165, 0.096], [-0.392, -0.364, -0.664], [0.221, -0.051, 0.186], [-0.007, -1.399, 1.251], [-0.623, 0.020, 1.222], [0.146, -0.700, -0.798], [0.544, -0.217, -0.267], [3.152, -0.643, 1.540], [-0.502, 0.423, -1.455], [0.414, 0.927, -0.462], [-0.351, 0.196, -0.001], [0.015, -0.044, -0.326], [0.395, -0.297, -0.582], [0.655, 0.289, -1.101], [-0.975, -0.231, 0.070], [-0.224, 0.587, -0.069], [-0.159, -0.480, 0.949], [-0.265, -0.852, -0.140], [-1.236, 0.393, 0.026], [-0.147, 0.259, -0.366], [-0.842, 0.011, 1.234], [-1.207, -2.068, 0.471], [1.090, 0.049, 0.952], [0.096, 0.318, 0.563], [-2.414, 2.322, -2.114], [0.117, -0.530, 0.724], [0.632, -0.073, -0.015], [0.671, -0.293, 0.661], [0.216, 0.647, -0.844], [0.362, 0.119, -0.206], [0.245, -0.637, -0.351], [0.234, 0.376, 0.205], [-0.637, 0.327, -0.400], [-0.767, 0.974, 1.949], [0.991, -0.828, -0.796], [-0.832, 0.724, 1.899], [-0.478, -0.517, -0.501], [0.578, 0.123, -0.947], [0.225, -0.501, 0.428], [0.204, -0.094, -0.308], [0.071, -0.337, -0.407], [0.102, 0.481, -0.310], [0.471, -0.385, -0.647], [-0.271, -1.711, -1.483], [0.751, -0.010, 1.196], [-0.501, 0.160, -0.027], [0.744, -1.435, 1.158], [-0.217, 1.832, 1.014], [0.301, 0.520, -0.717], [-0.474, -1.054, -1.155], [-0.510, 1.212, -0.118], [-0.292, -0.041, 0.343], [0.540, 0.422, -0.141], [-0.139, 0.046, -0.050]], "lumo_ev": 0.403, "mol_weight_g_mol": 818.04, "gap_ev": 9.558, "fmax_ev_per_a": 4.0, "homo_ev": -9.15, "de_lowest_kcal_mol": 12.4, "e_tot_ev": -102804.50505}